# 1
{
  "formula": "C27H43ClN6O3RuS2Si",
  "method": "wB97M-V/def2-TZVPD",
  "elements": ["Ru", "C", "C", "N", "N", "C", "N", "S", "C", "C", "C", "C", "C", "N", "H", "H", "H", "H", "H", "H", "H", "H", "H", "H", "C", "C", "C", "C", "O", "Si", "S", "O", "C", "C", "C", "C", "O", "C", "C", "C", "C", "H", "H", "H", "H", "H", "H", "H", "H", "H", "H", "H", "H", "H", "H", "H", "H", "H", "H", "H", "H", "H", "H", "H", "H", "H", "H", "H", "Cl", "C", "H", "H", "N", "C", "C", "C", "C", "N", "C", "C", "H", "H", "H", "H"],
  "positions_angstrom": [[1.000, -0.036, -0.170], [-1.170, 1.705, 3.372], [-0.634, 0.794, 2.315], [-0.262, 1.249, 1.095], [-0.502, 2.581, 0.831], [0.179, 3.210, -0.121], [-0.176, 4.474, -0.413], [1.454, 2.460, -0.952], [-0.504, -0.599, 2.495], [-0.885, -1.310, 3.662], [-0.764, -2.670, 3.700], [-0.265, -3.365, 2.579], [0.107, -2.628, 1.484], [0.012, -1.292, 1.433], [-0.650, 2.665, 3.364], [-1.033, 1.278, 4.362], [-2.242, 1.900, 3.254], [-1.329, 3.000, 1.232], [-1.008, 4.899, -0.040], [0.278, 4.926, -1.187], [-1.285, -0.778, 4.513], [-1.060, -3.213, 4.587], [-0.180, -4.441, 2.568], [0.508, -3.108, 0.596], [2.897, -3.309, -4.327], [3.035, -2.100, -5.238], [1.881, -2.023, -6.222], [4.374, -2.105, -5.959], [2.945, -0.885, -4.448], [3.602, -0.385, -3.072], [2.346, -1.232, -1.476], [5.049, -1.059, -2.838], [6.146, -0.828, -1.923], [7.080, 0.185, -2.565], [6.826, -2.176, -1.750], [5.627, -0.311, -0.587], [3.576, 1.222, -2.939], [3.606, 2.256, -3.973], [4.400, 1.781, -5.181], [2.169, 2.571, -4.353], [4.290, 3.453, -3.334], [2.917, -4.225, -4.919], [1.953, -3.273, -3.782], [3.720, -3.353, -3.610], [1.879, -2.898, -6.873], [1.971, -1.131, -6.843], [0.930, -1.982, -5.690], [4.459, -2.995, -6.583], [5.196, -2.104, -5.242], [4.466, -1.229, -6.601], [7.397, -0.162, -3.549], [7.967, 0.329, -1.946], [6.579, 1.148, -2.673], [7.174, -2.550, -2.713], [6.127, -2.900, -1.330], [7.683, -2.089, -1.082], [5.091, 0.633, -0.714], [6.464, -0.142, 0.092], [4.957, -1.043, -0.133], [3.905, 0.949, -5.679], [5.407, 1.476, -4.892], [4.491, 2.599, -5.897], [1.679, 1.684, -4.756], [2.145, 3.356, -5.111], [1.615, 2.913, -3.478], [5.321, 3.210, -3.072], [3.763, 3.757, -2.431], [4.302, 4.292, -4.031], [-0.653, 0.180, -2.742], [-0.678, -0.679, -1.192], [-0.652, -1.747, -1.379], [-1.563, -0.386, -0.638], [6.226, 0.307, 5.378], [5.442, 0.268, 4.541], [4.459, 0.220, 3.491], [3.937, 1.392, 2.963], [2.995, 1.298, 1.955], [2.575, 0.127, 1.469], [3.087, -0.998, 1.980], [4.026, -1.003, 2.991], [4.255, 2.360, 3.322], [2.568, 2.182, 1.503], [2.737, -1.928, 1.554], [4.413, -1.936, 3.374]],
  "mulliken_charge": [0.38, -1.84, 0.71, 1.01, -0.81, 0.15, -0.40, -0.20, 0.36, -1.13, -0.52, -1.02, -0.43, 0.64, 0.47, 0.47, 0.33, 0.31, 0.18, 0.23, 0.34, 0.45, 0.46, 0.51, -1.49, 1.71, -1.72, -1.51, 0.35, -1.76, -0.18, 0.66, 1.90, -1.53, -1.85, -1.49, 0.80, 1.44, -1.45, -1.14, -1.52, 0.53, 0.29, 0.15, 0.44, 0.36, 0.33, 0.52, 0.11, 0.36, 0.36, 0.50, 0.07, 0.38, 0.36, 0.44, 0.17, 0.69, 0.20, 0.24, 0.27, 0.55, 0.09, 0.49, 0.11, 0.30, 0.19, 0.44, -0.09, -0.78, 0.36, 0.46, -0.42, -0.31, 0.63, -0.82, -0.66, 1.31, -0.76, -0.79, 0.56, 0.49, 0.49, 0.55],
  "e_tot_ha": -3249.7546,
  "homo_energy_ev": [-8.7393, -11.3022],
  "charge": 1,
  "fmax_ev_per_a": 0.44,
  "multiplicity": 6,
  "s_squared": 8.80,
  "homo_lumo_gap_ev": [5.6, 6.7]
}


# 2
{
  "formula": "CH3NO2",
  "method": "wB97M-V/def2-TZVPD",
  "elements": ["C", "N", "O", "O", "H", "H", "H"],
  "positions_angstrom": [[0.617, 0.256, 0.144], [-0.617, -0.086, -0.422], [-1.531, 0.660, -0.595], [-1.231, -1.913, -0.234], [1.479, -0.548, 0.021], [0.375, 0.326, 1.172], [0.908, 1.304, -0.086]],
  "mulliken_charge": [-0.55, 0.36, -0.29, -0.38, 0.26, 0.29, 0.31],
  "e_tot_ha": -244.8662,
  "homo_energy_ev": [-10.2276, -9.7383],
  "charge": 0,
  "fmax_ev_per_a": 5.59,
  "multiplicity": 1,
  "homo_lumo_gap_ev": [9.0, 8.4]
}


# 3
{
  "formula": "C21H19AgINO6",
  "method": "wB97M-V/def2-TZVPD",
  "elements": ["Ag", "I", "C", "C", "C", "C", "C", "C", "C", "C", "C", "C", "H", "H", "H", "H", "H", "H", "O", "C", "O", "C", "C", "C", "N", "C", "C", "C", "O", "O", "H", "H", "H", "C", "O", "C", "C", "O", "C", "H", "H", "H", "H", "H", "H", "H", "H", "H", "H"],
  "positions_angstrom": [[0.155, -1.015, 0.758], [-2.032, -2.811, 1.688], [-2.403, -3.234, -0.341], [-3.268, -4.269, -0.549], [-3.616, -4.626, -1.873], [-3.097, -3.923, -2.920], [-2.201, -2.839, -2.709], [-1.687, -2.113, -3.810], [-0.830, -1.070, -3.593], [-0.439, -0.720, -2.276], [-0.884, -1.380, -1.152], [-1.802, -2.459, -1.384], [-3.685, -4.811, 0.289], [-4.297, -5.452, -2.043], [-3.361, -4.183, -3.940], [-1.982, -2.403, -4.814], [-0.430, -0.517, -4.436], [0.268, 0.099, -2.159], [6.058, 3.176, -0.934], [4.899, 3.637, -1.011], [4.517, 4.819, -1.207], [3.779, 2.651, -0.607], [2.449, 3.060, -0.593], [1.474, 2.159, -0.198], [1.735, 0.905, 0.192], [3.007, 0.497, 0.159], [4.043, 1.341, -0.241], [3.308, -0.943, 0.623], [4.443, -1.368, 0.362], [2.383, -1.533, 1.266], [2.212, 4.073, -0.886], [0.429, 2.450, -0.190], [5.055, 0.966, -0.255], [1.426, 0.891, 3.311], [0.169, 0.226, 3.245], [-0.927, 1.026, 3.638], [-1.497, 1.852, 2.517], [-2.175, 0.968, 1.663], [-2.703, 1.567, 0.505], [1.662, 1.159, 4.350], [1.443, 1.793, 2.691], [2.165, 0.194, 2.918], [-0.636, 1.682, 4.469], [-1.713, 0.352, 3.981], [-0.697, 2.384, 1.987], [-2.190, 2.601, 2.929], [-3.483, 2.297, 0.759], [-3.120, 0.772, -0.109], [-1.925, 2.072, -0.073]],
  "mulliken_charge": [0.04, -0.07, 0.23, -0.72, -0.38, -0.83, 1.03, -0.77, -0.88, 0.32, -1.81, 1.66, 0.35, 0.35, 0.29, 0.28, 0.38, 0.34, -0.73, 0.43, -0.75, 0.12, -0.88, -0.43, 0.83, 0.32, -0.58, 0.15, -0.76, -0.68, 0.48, 0.15, 0.59, -0.78, -0.22, -0.72, -0.27, -0.13, -0.73, 0.35, 0.35, 0.13, 0.39, 0.28, 0.14, 0.41, 0.33, 0.20, 0.21],
  "e_tot_ha": -1762.5338,
  "homo_energy_ev": -1.9426,
  "charge": -2,
  "fmax_ev_per_a": 1.20,
  "multiplicity": 1,
  "homo_lumo_gap_ev": 5.8
}


# 4
{
  "formula": "C29H34BaCl3FI2N4O3",
  "method": "wB97M-V/def2-TZVPD",
  "elements": ["Ba", "C", "C", "C", "C", "C", "C", "C", "C", "C", "C", "H", "H", "H", "H", "H", "H", "H", "H", "H", "H", "H", "H", "H", "H", "I", "C", "I", "H", "H", "C", "C", "N", "C", "C", "C", "O", "O", "C", "O", "C", "C", "C", "F", "C", "C", "C", "N", "C", "C", "N", "C", "C", "H", "H", "H", "H", "H", "H", "H", "H", "H", "H", "H", "H", "H", "H", "H", "H", "H", "H", "Cl", "C", "Cl", "Cl", "C", "N"],
  "positions_angstrom": [[0.033, 0.016, 0.297], [3.248, 1.314, -2.393], [3.665, 1.809, -1.005], [3.193, 3.247, -0.802], [3.213, 0.870, 0.104], [2.796, 1.342, 1.354], [2.426, 0.472, 2.377], [2.456, -0.911, 2.198], [2.073, -1.845, 3.313], [2.868, -1.387, 0.951], [3.238, -0.517, -0.070], [3.560, 2.030, -3.152], [2.160, 1.210, -2.465], [3.696, 0.356, -2.654], [4.760, 1.815, -0.972], [2.102, 3.303, -0.729], [3.499, 3.860, -1.649], [3.612, 3.705, 0.093], [2.756, 2.405, 1.544], [2.098, 0.880, 3.326], [2.911, -1.979, 3.999], [1.797, -2.827, 2.931], [1.237, -1.444, 3.887], [2.905, -2.456, 0.775], [3.560, -0.938, -1.013], [-2.754, -0.411, -2.243], [-2.701, 1.704, -2.098], [-0.737, 2.507, -2.284], [-3.061, 1.965, -1.111], [-3.298, 2.115, -2.901], [-5.334, -0.824, 6.397], [-5.792, -0.715, 4.953], [-4.733, -1.065, 3.995], [-3.985, -0.064, 3.465], [-2.949, -0.269, 2.620], [-2.044, 0.777, 2.019], [-0.928, 0.917, 2.580], [-2.334, 1.214, 0.880], [-2.591, -1.590, 2.211], [-1.655, -1.815, 1.414], [-3.383, -2.663, 2.802], [-3.077, -3.994, 2.484], [-3.790, -5.001, 3.056], [-3.518, -6.286, 2.749], [-4.828, -4.749, 3.967], [-5.142, -3.447, 4.274], [-4.428, -2.377, 3.695], [-5.568, -5.818, 4.568], [-6.450, -6.508, 3.618], [-7.105, -7.693, 4.334], [-7.129, -7.385, 5.804], [-5.733, -7.395, 6.379], [-4.788, -6.785, 5.339], [-6.151, -0.555, 7.067], [-4.503, -0.145, 6.588], [-5.006, -1.834, 6.644], [-6.095, 0.305, 4.725], [-6.660, -1.342, 4.748], [-4.273, 0.934, 3.769], [-2.276, -4.198, 1.786], [-5.935, -3.276, 4.985], [-5.918, -6.886, 2.739], [-7.207, -5.800, 3.276], [-6.538, -8.615, 4.227], [-8.123, -7.868, 3.995], [-7.727, -8.041, 6.307], [-7.517, -6.449, 5.928], [-5.482, -8.429, 6.611], [-5.767, -6.819, 7.301], [-4.341, -7.564, 4.715], [-3.980, -6.270, 5.854], [3.755, -2.702, -3.706], [2.017, -2.826, -3.999], [1.511, -4.518, -4.039], [1.569, -2.000, -5.491], [1.331, -2.165, -2.884], [0.833, -1.627, -2.004]],
  "mulliken_charge": [1.34, -1.09, 0.80, -1.58, 0.37, -0.18, -0.86, 0.90, -1.68, -0.81, -0.28, 0.42, 0.09, 0.34, 0.25, 0.30, 0.40, 0.41, 0.20, 0.28, 0.36, 0.37, 0.33, 0.33, 0.41, 0.10, -0.80, 0.13, 0.30, 0.50, -1.00, -1.02, 0.14, 0.20, 0.21, -0.81, -0.66, -0.63, 1.62, -0.86, 0.78, -0.90, 0.38, -0.35, -1.72, -0.72, 0.58, 0.43, -0.44, -0.78, -0.13, -0.89, -0.47, 0.38, 0.34, 0.32, 0.46, 0.43, 0.53, 0.62, 0.39, 0.38, 0.40, 0.36, 0.39, 0.33, 0.39, 0.39, 0.41, 0.38, 0.49, -0.08, 0.73, -0.08, -0.07, -0.49, -0.07],
  "e_tot_ha": -3671.1876,
  "homo_energy_ev": -12.7028,
  "charge": 2,
  "fmax_ev_per_a": 0.17,
  "multiplicity": 1,
  "homo_lumo_gap_ev": 8.1
}


Energy above the lowest of the compared OMol25 structures with the same formula, charge and spin? In order: 15.19; 196.34; 5.98; 7.05 kcal per mole.